Entry 1:
{
  "formula": "C14H18N2O5",
  "method": "ωB97M-V/def2-TZVPD",
  "species": ["C", "C", "C", "C", "C", "C", "C", "C", "C", "C", "C", "C", "C", "C", "H", "H", "H", "H", "H", "H", "H", "H", "H", "H", "H", "H", "H", "H", "H", "H", "H", "H", "N", "N", "O", "O", "O", "O", "O"],
  "xyz": [[-0.553, 1.256, 1.116], [0.271, 0.239, 0.432], [0.258, 2.583, 1.182], [0.358, 3.469, -0.050], [1.653, 3.209, -0.722], [0.945, -2.082, 0.065], [2.379, -1.760, -0.661], [-0.098, -2.267, -1.079], [-1.572, -1.987, -0.446], [-2.397, -0.942, -1.003], [-1.988, -2.725, 0.781], [-3.655, -0.740, -0.467], [-3.074, -2.155, 1.439], [-3.953, -1.390, 0.708], [-1.519, 0.083, 2.572], [-1.143, 1.577, 2.889], [-1.460, 1.489, 0.538], [-0.093, 3.302, 1.955], [1.276, 2.262, 1.408], [0.365, 4.556, 0.229], [-0.403, 3.440, -0.820], [2.579, 3.074, -2.286], [0.397, -0.807, 1.839], [0.948, -2.858, 0.816], [-0.092, -3.333, -1.357], [-0.043, -1.862, -2.122], [-1.876, -0.337, -1.702], [-1.380, -3.537, 1.222], [-4.398, -0.120, -1.008], [-3.380, -2.531, 2.403], [-4.969, -1.360, 1.076], [1.393, -0.250, -1.208], [-0.821, 0.777, 2.481], [0.758, -0.855, 0.885], [0.352, 0.550, -0.805], [2.566, 2.794, -0.114], [1.713, 3.492, -1.982], [3.300, -2.538, -0.643], [2.416, -0.610, -1.178]],
  "de_lowest_ev": 3.370,
  "energy_ha": -1029.95440,
  "gap_ev": 9.6824,
  "spin_multiplicity": 1,
  "lumo_ha": 0.0182,
  "molar_mass_g_mol": 294.3,
  "max_force_ev_per_a": 6.6,
  "e_homo_ha": -0.33761
}

Entry 2:
{
  "formula": "C14H18N4O3",
  "method": "ωB97M-V/def2-TZVPD",
  "species": ["C", "H", "O", "C", "C", "C", "C", "C", "C", "C", "N", "N", "C", "N", "N", "C", "C", "H", "H", "H", "C", "H", "H", "H", "H", "H", "O", "C", "H", "H", "H", "O", "C", "H", "H", "H", "H", "H", "H"],
  "xyz": [[1.292, 3.983, -0.470], [1.926, 3.931, -1.361], [0.491, 2.832, -0.341], [1.101, 1.626, -0.200], [2.473, 1.443, -0.170], [3.058, 0.186, -0.021], [2.228, -0.948, 0.104], [0.860, -0.761, 0.075], [0.271, 0.496, -0.076], [-1.162, 0.640, -0.104], [-1.921, -0.380, 0.020], [-3.268, -0.259, 0.013], [-4.145, 0.723, 0.432], [-5.363, 0.297, 0.278], [-5.330, -0.941, -0.256], [-4.089, -1.289, -0.397], [-3.565, -2.562, -0.934], [-4.391, -3.248, -1.087], [-3.056, -2.390, -1.883], [-2.847, -2.989, -0.236], [-3.780, 2.020, 1.048], [-4.639, 2.381, 1.607], [-3.528, 2.761, 0.289], [-2.930, 1.901, 1.720], [-1.532, 1.653, -0.247], [0.182, -1.592, 0.166], [2.815, -2.182, 0.248], [1.980, -3.307, 0.370], [2.655, -4.156, 0.470], [1.344, -3.243, 1.257], [1.356, -3.443, -0.519], [4.412, 0.225, -0.016], [5.192, -0.943, 0.131], [5.000, -1.438, 1.084], [5.019, -1.648, -0.684], [6.225, -0.596, 0.101], [3.156, 2.271, -0.260], [1.917, 4.138, 0.415], [0.596, 4.814, -0.570]],
  "de_lowest_ev": 4.391,
  "energy_ha": -988.93902,
  "gap_ev": 8.0527,
  "spin_multiplicity": 1,
  "lumo_ha": 0.0033,
  "molar_mass_g_mol": 290.3,
  "max_force_ev_per_a": 1.2,
  "e_homo_ha": -0.29261
}

Entry 3:
{
  "formula": "C14H18N4O3S2",
  "method": "ωB97M-V/def2-TZVPD",
  "species": ["C", "C", "C", "C", "C", "C", "N", "C", "S", "C", "C", "N", "C", "N", "S", "N", "C", "H", "H", "H", "H", "H", "H", "H", "H", "H", "H", "H", "H", "C", "O", "C", "O", "O", "C", "H", "H", "H", "H", "H", "H"],
  "xyz": [[0.318, -3.991, -1.226], [-0.130, -3.934, -2.811], [-1.521, -3.027, -2.965], [-1.989, -2.802, -4.520], [-1.264, -1.652, -2.109], [-2.398, -1.162, -0.985], [-3.643, -2.013, -0.857], [-3.883, -2.257, 0.484], [-4.436, -2.746, 2.019], [-2.053, 0.194, -0.130], [-0.658, 1.008, -0.445], [-0.380, 2.289, 0.353], [0.473, 0.583, -1.554], [1.791, 1.309, -1.862], [2.508, 0.293, -3.133], [1.265, -0.969, -3.326], [0.103, -0.787, -2.374], [1.089, -4.868, -1.084], [-0.674, -4.141, -0.585], [0.826, -3.015, -0.827], [-0.419, -5.033, -3.159], [0.704, -3.559, -3.541], [-2.369, -3.688, -2.451], [-3.145, -2.548, -4.627], [-1.853, -3.845, -5.081], [-1.354, -2.019, -5.122], [-2.812, 0.603, 0.694], [-1.328, 2.768, 0.385], [0.210, 2.870, -0.309], [3.269, 5.633, 5.373], [2.431, 4.481, 5.442], [2.255, 3.847, 4.255], [2.742, 4.179, 3.185], [1.445, 2.779, 4.465], [1.170, 2.012, 3.294], [3.339, 6.061, 6.377], [4.277, 5.359, 5.044], [2.835, 6.387, 4.707], [2.094, 1.592, 2.882], [0.653, 2.621, 2.546], [0.514, 1.185, 3.578]],
  "de_lowest_ev": 13.077,
  "energy_ha": -1784.94083,
  "gap_ev": 6.2042,
  "spin_multiplicity": 1,
  "lumo_ha": -0.0631,
  "molar_mass_g_mol": 354.5,
  "max_force_ev_per_a": 8.0,
  "e_homo_ha": -0.29111
}

Entry 4:
{
  "formula": "C14H18N4OS",
  "method": "ωB97M-V/def2-TZVPD",
  "species": ["O", "N", "S", "C", "C", "C", "C", "C", "C", "C", "C", "N", "N", "N", "C", "C", "C", "C", "C", "C", "H", "H", "H", "H", "H", "H", "H", "H", "H", "H", "H", "H", "H", "H", "H", "H", "H", "H"],
  "xyz": [[-2.950, 2.576, -0.494], [-0.162, -4.755, 1.635], [-2.241, -0.190, 0.810], [-1.820, 2.192, -0.669], [0.011, -3.671, 0.914], [0.386, -0.467, 0.527], [-0.744, -1.113, 1.002], [-1.309, 1.067, 0.029], [-0.593, -2.494, 1.512], [0.041, 0.797, -0.082], [-1.212, -2.994, 2.622], [-0.879, -4.320, 2.697], [-1.056, 2.854, -1.611], [0.915, 1.595, -0.856], [0.854, -3.615, -0.364], [-2.171, -2.382, 3.599], [2.328, 1.173, -1.007], [0.783, 2.618, -3.139], [0.887, 4.039, -0.961], [0.388, 2.757, -1.645], [1.389, -0.895, 0.545], [-1.163, -4.957, 3.459], [-1.505, 3.673, -1.946], [1.080, -4.658, -0.706], [1.818, -3.129, -0.244], [0.331, -3.064, -1.142], [-1.922, -2.669, 4.627], [-3.175, -2.681, 3.385], [-2.110, -1.271, 3.524], [2.788, 0.977, -0.036], [2.940, 1.937, -1.464], [2.400, 0.247, -1.580], [1.889, 2.649, -3.280], [0.414, 3.428, -3.759], [0.343, 1.695, -3.548], [1.958, 4.015, -0.754], [0.695, 4.878, -1.616], [0.374, 4.158, 0.011]],
  "de_lowest_ev": 1.419,
  "energy_ha": -1236.72718,
  "gap_ev": 8.2366,
  "spin_multiplicity": 1,
  "lumo_ha": 0.0224,
  "molar_mass_g_mol": 290.4,
  "max_force_ev_per_a": 2.8,
  "e_homo_ha": -0.28025
}

Entry 5:
{
  "formula": "C14H18N4S2",
  "method": "ωB97M-V/def2-TZVPD",
  "species": ["C", "C", "C", "N", "C", "S", "N", "C", "C", "C", "C", "C", "C", "H", "H", "H", "N", "C", "N", "H", "C", "C", "C", "H", "H", "H", "H", "H", "S", "H", "H", "H", "H", "H", "H", "H", "H", "H"],
  "xyz": [[-4.578, -1.907, -0.823], [-4.658, -0.980, 0.000], [-3.777, -0.717, 1.187], [-3.155, 0.414, 1.150], [-1.933, 0.395, 0.533], [-1.114, -0.834, 0.310], [-1.605, 1.731, 0.752], [-0.276, 2.311, 0.030], [0.840, 1.620, 0.409], [2.171, 1.947, 0.000], [2.160, 3.364, -0.727], [0.975, 3.989, -1.131], [-0.140, 3.271, -0.719], [-1.033, 4.097, -0.821], [1.145, 4.786, -1.733], [3.111, 3.467, -0.976], [3.329, 1.123, 0.336], [3.449, -0.103, 0.603], [2.573, -0.794, 0.286], [1.591, -0.538, 0.014], [2.542, -2.338, 0.419], [2.691, -2.916, -0.654], [1.989, -3.802, -1.262], [2.120, -4.334, -2.095], [1.104, -4.061, -1.038], [3.780, -2.670, -1.351], [3.455, -2.701, 1.165], [1.711, -2.539, 0.948], [4.924, -0.554, 1.108], [4.193, 1.768, 0.320], [0.830, 0.880, 1.139], [-2.251, 2.560, 0.495], [-3.732, 1.324, 1.323], [-4.564, -0.946, 2.104], [-3.232, -1.677, 1.261], [-5.565, -0.040, -0.061], [-5.236, -1.986, -1.945], [-3.834, -2.608, -0.555]],
  "de_lowest_ev": 3.586,
  "energy_ha": -1559.16041,
  "gap_ev": 8.1102,
  "spin_multiplicity": 1,
  "lumo_ha": 0.0151,
  "molar_mass_g_mol": 306.5,
  "max_force_ev_per_a": 18.0,
  "e_homo_ha": -0.28294
}

Entry 6:
{
  "formula": "C14H18O5",
  "method": "ωB97M-V/def2-TZVPD",
  "species": ["O", "O", "O", "O", "O", "C", "C", "C", "C", "C", "C", "C", "C", "C", "C", "C", "C", "C", "C", "H", "H", "H", "H", "H", "H", "H", "H", "H", "H", "H", "H", "H", "H", "H", "H", "H", "H"],
  "xyz": [[3.616, 0.291, 0.179], [1.320, 1.619, 0.040], [-0.394, 1.119, 2.481], [-2.253, 2.472, -0.339], [-1.978, -0.774, 2.565], [1.350, -2.509, -0.568], [0.172, -1.854, -0.625], [2.483, -0.425, -0.110], [1.277, 0.266, -0.179], [2.563, -1.792, -0.334], [0.071, -0.453, -0.430], [3.900, -2.534, -0.381], [-1.524, 0.412, -2.058], [0.114, 2.442, -0.125], [-2.372, -0.433, 0.215], [-1.225, 0.272, -0.520], [-1.542, 1.414, 1.637], [-1.181, 1.676, 0.181], [-2.447, 0.198, 1.601], [3.351, 1.233, 0.147], [0.333, 0.692, 2.015], [-2.269, 2.451, -1.316], [-1.266, -0.331, 3.081], [1.405, -3.564, -0.819], [-0.706, -2.446, -0.834], [3.753, -3.574, -0.232], [4.325, -2.399, -1.366], [4.597, -2.155, 0.373], [-2.504, 0.898, -2.228], [-0.756, 0.976, -2.564], [-1.492, -0.531, -2.570], [0.162, 3.317, 0.529], [0.181, 2.835, -1.153], [-3.275, -0.144, -0.343], [-2.279, -1.537, 0.243], [-2.045, 2.359, 1.939], [-3.467, 0.516, 1.865]],
  "de_lowest_ev": 1.035,
  "energy_ha": -920.45903,
  "gap_ev": 9.0524,
  "spin_multiplicity": 1,
  "lumo_ha": 0.0201,
  "molar_mass_g_mol": 266.3,
  "max_force_ev_per_a": 2.7,
  "e_homo_ha": -0.31255
}

Entry 7:
{
  "formula": "C14H19BF16N5O3S2",
  "method": "ωB97M-V/def2-TZVPD",
  "species": ["C", "N", "C", "B", "O", "N", "C", "N", "C", "N", "S", "N", "S", "H", "H", "H", "H", "H", "H", "H", "H", "H", "H", "H", "C", "C", "C", "F", "F", "F", "F", "O", "C", "C", "F", "F", "F", "F", "H", "H", "H", "H", "C", "C", "C", "F", "F", "F", "F", "O", "C", "C", "F", "F", "F", "F", "H", "H", "H", "H"],
  "xyz": [[-2.180, 3.640, 8.315], [-2.453, 2.217, 8.655], [-3.876, 1.844, 8.436], [-1.503, 1.283, 8.032], [-0.154, 1.274, 8.549], [-1.798, 0.305, 6.918], [-2.169, 0.691, 5.695], [-2.283, 2.078, 5.318], [-2.718, 2.167, 3.957], [-2.849, 0.805, 3.595], [-3.385, 0.186, 2.058], [-2.519, -0.096, 4.554], [-2.524, -1.826, 4.495], [-2.874, 4.298, 8.945], [-2.401, 3.884, 7.232], [-1.117, 3.966, 8.566], [-4.395, 1.938, 9.454], [-4.042, 0.777, 8.102], [-4.442, 2.547, 7.741], [0.492, 1.290, 7.818], [-1.730, -0.703, 7.133], [-2.905, 3.094, 3.348], [-4.745, -0.029, 2.261], [-1.260, -2.263, 4.895], [0.579, -3.326, -0.869], [0.119, -2.619, -2.164], [1.075, -1.578, -2.749], [1.293, -0.545, -1.910], [0.549, -1.043, -3.881], [-1.111, -2.087, -1.960], [-0.044, -3.592, -3.103], [0.053, -2.830, 0.374], [0.710, -1.749, 0.990], [-0.180, -0.507, 1.091], [-0.585, -0.083, -0.121], [0.492, 0.524, 1.660], [1.876, -1.509, 0.373], [1.028, -2.168, 2.239], [0.184, -4.343, -0.931], [1.663, -3.453, -0.828], [2.038, -2.025, -3.007], [-1.071, -0.713, 1.689], [1.447, 0.404, -8.055], [1.591, -0.900, -7.239], [2.372, -0.800, -5.927], [3.651, -0.426, -6.113], [2.419, -2.013, -5.313], [2.108, -1.861, -8.038], [0.326, -1.309, -6.928], [2.351, 0.599, -9.152], [3.613, 1.166, -8.881], [4.766, 0.209, -9.200], [4.681, -0.929, -8.481], [5.956, 0.777, -8.896], [3.646, 1.625, -7.617], [3.709, 2.255, -9.674], [0.467, 0.347, -8.535], [1.390, 1.289, -7.417], [1.902, -0.095, -5.240], [4.767, -0.060, -10.259]],
  "energy_ha": -3463.18747,
  "gap_ev": 8.0615,
  "spin_multiplicity": 1,
  "charge": 1,
  "lumo_ha": -0.1530,
  "molar_mass_g_mol": 684.3,
  "max_force_ev_per_a": 7.2,
  "e_homo_ha": -0.44929
}

Entry 8:
{
  "formula": "C14H19Cl2NS4Ti",
  "method": "ωB97M-V/def2-TZVPD",
  "species": ["Ti", "C", "C", "S", "C", "C", "S", "C", "C", "S", "C", "C", "S", "H", "H", "H", "H", "H", "H", "H", "H", "H", "H", "H", "H", "H", "H", "H", "H", "Cl", "C", "C", "C", "C", "C", "Cl", "C", "N", "H", "H", "H"],
  "xyz": [[0.399, -0.075, -0.364], [-0.279, -3.269, -0.969], [-1.364, -2.669, -1.852], [-1.649, -0.881, -1.650], [-2.940, -0.754, -0.374], [-2.497, -1.006, 1.060], [-1.174, 0.156, 1.574], [-0.192, -0.972, 2.636], [1.221, -0.458, 2.875], [2.246, -0.236, 1.383], [2.988, -1.868, 1.075], [2.099, -2.933, 0.448], [1.310, -2.365, -1.105], [-0.104, -4.308, -1.248], [-0.584, -3.250, 0.079], [-2.303, -3.199, -1.685], [-1.115, -2.791, -2.906], [-3.766, -1.417, -0.633], [-3.304, 0.268, -0.491], [-2.120, -2.023, 1.180], [-3.343, -0.886, 1.736], [-0.164, -1.950, 2.149], [-0.711, -1.102, 3.587], [1.740, -1.127, 3.562], [1.201, 0.529, 3.339], [3.407, -2.244, 2.009], [3.831, -1.639, 0.422], [1.307, -3.231, 1.135], [2.693, -3.819, 0.226], [-0.347, 2.320, -3.840], [0.008, 3.364, -2.498], [-0.153, 4.729, -2.660], [0.104, 5.582, -1.598], [0.510, 5.059, -0.380], [0.661, 3.691, -0.243], [1.149, 3.088, 1.326], [0.429, 2.792, -1.290], [0.590, 1.438, -1.146], [-0.479, 5.107, -3.619], [-0.014, 6.649, -1.717], [0.709, 5.701, 0.467]],
  "energy_ha": -3962.06201,
  "gap_ev": [7.3727, 7.1458],
  "spin_multiplicity": 2,
  "charge": 1,
  "lumo_ha": [-0.1027, -0.1106],
  "molar_mass_g_mol": 448.4,
  "max_force_ev_per_a": 1.1,
  "e_homo_ha": [-0.37368, -0.37320],
  "s_squared": 0.76
}

> What is the formula in the first record?

C14H18N2O5